(1)
Below is C4H7LaO4 as an isolated structure at a distorted geometry, with properties calculated with wB97M-V/def2-TZVPD.

XYZ file:
```
16
Properties=species:S:1:pos:R:3:lowdin_spin:R:1
O 0.80 0.20 1.40 0.03
C 0.18 -1.01 1.13 0.01
C -0.68 -0.91 -0.13 0.01
O -1.46 0.28 0.00 0.03
C -2.39 0.48 -1.05 0.01
La -0.20 2.13 1.28 0.89
H -0.46 -1.35 1.97 0.00
H 0.91 -1.83 0.96 0.00
H -1.35 -1.78 -0.24 0.00
H -0.05 -0.82 -1.03 0.00
H -3.12 -0.35 -1.07 0.00
H -2.91 1.42 -0.86 0.00
H -1.87 0.53 -2.02 0.00
O 3.70 2.06 -0.16 0.01
C 4.14 0.98 -0.09 0.00
O 4.74 -0.02 -0.09 0.00
```

Values from the calculation:
2S+1: 2
Gap between HOMO and LUMO (alpha / beta) in eV: 5.59 / 9.46
Strongest force on any atom in eV/Å: 1.57
Total charge: +1
Energy relative to the best compared isomer or geometry (same formula, charge and spin) in kcal/mol: 0.0

---

(2)
Below is a 2-piece molecular cluster, C10H11NO overall at a distorted geometry, with properties calculated with wB97M-V/def2-TZVPD.

XYZ file:
```
23
Properties=species:S:1:pos:R:3:lowdin_charge:R:1
C 3.32 -0.36 -0.42 -0.12
C 2.94 0.89 -0.85 -0.09
C 2.62 -1.03 0.56 -0.09
C 1.79 1.48 -0.32 0.03
C 1.48 -0.51 1.12 -0.05
C 1.03 0.66 0.63 -0.33
C -3.83 0.47 -0.78 0.04
C -2.73 0.69 -0.07 -0.20
C -1.71 -0.23 -0.01 0.02
C -1.62 -1.64 0.11 -0.07
N -0.17 1.04 0.94 -0.09
O -0.49 2.23 0.92 -0.04
H 4.12 -0.95 -0.83 0.10
H 3.57 1.43 -1.57 0.11
H 3.04 -1.99 0.93 0.12
H 1.19 2.37 -0.72 0.14
H 0.94 -1.02 1.82 0.09
H -4.48 1.32 -0.75 0.06
H -4.02 -0.46 -1.25 0.06
H -2.37 1.67 0.20 0.09
H -2.06 -1.99 0.92 0.04
H -0.56 -1.98 0.19 0.10
H -2.00 -2.09 -0.76 0.09
```

Values from the calculation:
Gap between HOMO and LUMO (alpha / beta) in eV: 6.74 / 7.80
Strongest force on any atom in eV/Å: 6.37
Total charge: 0
Energy relative to the best compared isomer or geometry (same formula, charge and spin) in kcal/mol: 188.6

---

(3)
Below is C18H39F6O2SbSe2SiV as an isolated structure, with properties calculated with wB97M-V/def2-TZVPD.

XYZ file:
```
70
Properties=species:S:1:pos:R:3:lowdin_spin:R:1
V 1.08 1.62 0.38 2.07
O -6.93 2.71 -0.95 0.01
C -6.23 1.52 -0.57 0.03
C -4.71 1.72 -0.72 0.08
C -4.42 2.13 -2.18 0.00
O -3.15 1.75 -2.67 0.00
C -4.30 2.83 0.27 0.02
Se -2.44 3.41 0.24 0.01
C -4.07 0.41 -0.38 0.63
Se -1.46 1.28 0.55 0.09
H -7.87 2.56 -0.77 0.00
H -6.53 0.68 -1.21 0.01
H -6.45 1.26 0.47 0.00
H -4.57 3.21 -2.28 0.00
H -5.14 1.64 -2.84 0.00
H -2.48 2.06 -2.05 0.00
H -4.57 2.53 1.28 0.00
H -4.86 3.74 0.02 0.00
H -3.79 -0.26 -1.18 0.03
H -4.36 -0.05 0.56 0.03
F 0.69 2.03 -1.89 0.01
Sb 1.35 4.68 0.62 0.00
F 3.31 4.33 0.75 0.00
F 1.93 5.52 -1.04 0.00
F 1.71 5.67 2.24 0.00
F -0.10 6.02 0.44 0.00
F 1.79 1.80 2.05 0.03
C -0.31 -1.44 -1.81 0.00
C 1.08 -1.91 -1.33 -0.01
C 1.07 -3.44 -1.25 0.00
C 2.05 -1.53 -2.45 0.00
Si 1.50 -0.96 0.35 -0.01
C 0.56 -1.93 1.80 0.00
C 1.19 -3.27 2.21 0.00
C -0.90 -2.23 1.43 0.00
C 0.50 -1.03 3.04 0.00
C 3.44 -1.19 0.69 0.00
C 3.78 -0.83 2.15 0.00
C 4.02 -2.58 0.40 0.00
C 4.23 -0.18 -0.16 0.00
H -0.56 -1.97 -2.75 0.00
H -0.32 -0.37 -2.01 0.00
H -1.10 -1.64 -1.10 0.00
H 0.88 -3.85 -2.25 0.00
H 0.28 -3.82 -0.60 0.00
H 2.02 -3.85 -0.90 0.00
H 1.69 -1.96 -3.40 0.00
H 3.06 -1.91 -2.29 0.00
H 2.11 -0.45 -2.59 0.00
H 1.25 -3.98 1.39 0.00
H 0.56 -3.73 3.00 0.00
H 2.19 -3.15 2.63 0.00
H -0.99 -2.96 0.63 0.00
H -1.45 -1.34 1.14 0.00
H -1.40 -2.65 2.31 0.00
H 1.48 -0.79 3.45 0.00
H -0.06 -1.56 3.83 0.00
H 0.00 -0.09 2.84 0.00
H 3.41 -1.57 2.86 0.00
H 3.37 0.14 2.43 0.00
H 4.87 -0.78 2.26 0.00
H 3.52 -3.37 0.95 0.00
H 5.09 -2.59 0.69 0.00
H 3.98 -2.83 -0.66 0.00
H 3.97 0.85 0.08 0.00
H 4.09 -0.31 -1.23 0.00
H 5.30 -0.30 0.05 0.00
C 2.06 2.09 -1.40 -0.03
H 2.42 3.10 -1.60 0.00
H 2.63 1.37 -1.99 0.00
```

Values from the calculation:
2S+1: 4
Gap between HOMO and LUMO (alpha / beta) in eV: 5.71 / 5.92
Strongest force on any atom in eV/Å: 0.68
Total charge: -2
Energy relative to the best compared isomer or geometry (same formula, charge and spin) in kcal/mol: 43.3

---

(4)
Below is one molecule with the formula C4H13N3O at a distorted geometry, with properties calculated with wB97M-V/def2-TZVPD.

XYZ file:
```
21
Properties=species:S:1:pos:R:3:lowdin_charge:R:1
C 0.23 -1.63 2.00 -0.16
O 1.04 -1.14 0.96 -0.22
C 0.41 -0.24 -0.25 -0.51
C -0.70 -0.99 -0.96 -0.03
N 1.50 0.03 -1.13 0.11
C -0.02 0.90 0.65 -0.11
N -0.15 2.24 -0.22 -0.14
N -1.10 2.22 -1.29 -0.04
H 0.17 -0.91 2.83 0.08
H 0.68 -2.55 2.40 0.08
H -0.79 -1.88 1.67 0.08
H -0.88 -0.63 -1.98 0.08
H -0.43 -2.05 -1.03 0.09
H -1.65 -0.95 -0.43 0.08
H 1.83 -0.83 -1.54 0.10
H 2.27 0.44 -0.61 0.09
H 0.71 1.18 1.41 0.12
H -1.01 0.73 1.09 0.11
H 0.76 2.51 -0.58 0.08
H -2.03 1.98 -0.96 0.07
H -0.82 1.58 -2.04 0.05
```

Values from the calculation:
Gap between HOMO and LUMO in eV: 8.92
Strongest force on any atom in eV/Å: 4.84
SMILES: CO[C@](C)(N)CNN
Total charge: 0
Energy relative to the best compared isomer or geometry (same formula, charge and spin) in kcal/mol: 75.3